[1]
A cluster of 2 separate species, C15H23N3O6 in total. Source: the OMol25 dataset; level of theory: ωB97M-V/def2-TZVPD.

SMILES: CC[C@H](C)[C@H](NC(C)=O)C(=O)NC.O=C1C=C(C(=O)O)CC(=O)N1
Orbital gap in eV: 8.877
Total charge: 0

```
47
Properties=species:S:1:pos:R:3:forces:R:3
O 1.25829 0.46668 1.16837 -0.5 -0.2 0.4
O 1.25712 0.52892 7.01951 -0.4 0.0 -0.1
O -1.19181 2.96021 0.45109 0.2 0.2 0.2
O 4.88539 -0.54714 4.75733 -0.2 0.1 -0.6
O -2.66024 -1.00065 -0.22543 0.4 0.1 0.5
O -0.62635 0.08216 2.37876 1.5 0.2 0.3
C 0.70601 0.29068 2.24333 -0.3 -0.1 -1.3
C 1.75819 0.34679 5.92579 -0.6 0.4 2.2
C -1.56296 2.22997 -0.45276 -0.8 1.4 0.5
C 3.72380 -0.19074 4.69650 2.0 -0.6 -0.1
C -2.46860 -0.64280 -1.37766 0.4 0.0 1.0
C 0.96733 0.41888 4.71120 0.8 -0.3 -3.4
C 1.53844 0.24734 3.45830 -0.9 0.0 3.5
N 3.08819 0.05099 5.87898 -0.6 0.1 -1.3
N -3.40003 -0.90924 -2.29924 -0.5 -0.1 -1.3
N -0.85162 1.14974 -0.77101 0.4 -1.9 -0.9
C -2.83247 2.56218 -1.21031 0.3 -0.1 0.1
C 3.03410 -0.01814 3.34652 -1.2 0.2 0.4
C -3.40617 -0.52152 -3.70944 0.2 0.1 0.3
C 2.56807 -0.88611 -2.42704 -0.5 0.1 -0.1
C -0.28121 -2.16428 -2.63909 -0.1 0.4 0.5
C 1.23238 -0.13857 -2.51716 0.1 -0.2 0.5
C 0.03835 -0.87331 -1.85924 0.2 0.0 -0.5
C -1.16796 0.09738 -1.75499 -0.1 0.4 0.1
H -1.02697 0.10613 1.49258 -0.2 0.0 -0.1
H -0.09491 0.61046 4.82688 0.2 -0.1 0.1
H 3.59112 -0.08830 6.74505 0.0 0.0 -0.1
H -4.19973 -1.41609 -1.94852 0.1 0.1 0.1
H 0.01745 1.05311 -0.25791 0.0 -0.1 0.1
H -2.63708 2.55815 -2.27966 -0.2 -0.1 -0.2
H -3.60495 1.84045 -0.95656 -0.1 -0.1 -0.1
H -3.16333 3.55540 -0.91031 0.1 -0.1 0.0
H 3.51199 0.81129 2.81858 0.1 -0.1 0.0
H 3.20030 -0.92787 2.76340 0.2 0.1 0.1
H -2.51106 -0.89019 -4.21106 -0.1 0.0 -0.1
H -3.45015 0.56525 -3.79853 0.0 0.0 -0.2
H -4.28073 -0.94672 -4.20519 0.1 0.0 0.2
H 2.79109 -1.12510 -1.38636 0.1 -0.1 0.0
H 3.36156 -0.25125 -2.82260 0.1 -0.1 0.0
H 2.53623 -1.80209 -3.01536 0.2 -0.1 0.1
H -0.53797 -1.93008 -3.67148 0.0 -0.1 -0.1
H -1.10026 -2.70907 -2.16985 -0.1 0.0 -0.1
H 0.58142 -2.82950 -2.63384 0.0 0.1 -0.1
H 1.38226 0.82500 -2.02986 -0.2 0.1 0.0
H 1.00589 0.05262 -3.56690 -0.2 0.1 -0.1
H 0.32245 -1.16871 -0.84764 0.0 0.1 0.1
H -1.30080 0.56770 -2.72717 0.0 0.1 -0.3
```
Forces are in eV/Å.

=====

[2]
An isolated molecule of C15H23N3OS. Source: the OMol25 dataset; level of theory: ωB97M-V/def2-TZVPD.

SMILES: O=C(NC1CCCCC1)C1CCN(c2nccs2)CC1
Orbital gap in eV: 8.457
Total charge: 0
Relative energy (zero: lowest compared OMol25 entry of this formula, charge and spin) in kJ/mol: 1.80

```
43
Properties=species:S:1:pos:R:3:forces:R:3
O 1.00701 0.78548 1.39000 0.3 0.2 0.3
C 0.43061 0.26402 0.45850 -0.7 -0.3 -0.3
N 1.04405 -0.44823 -0.50863 0.1 -0.3 -0.4
H 0.47609 -0.84424 -1.23913 0.0 0.1 0.1
C 2.48173 -0.68682 -0.57687 0.1 0.3 0.4
C 2.97116 -1.45518 0.65303 0.1 -0.2 -0.2
C 4.46823 -1.72545 0.54654 0.0 0.2 0.2
C 5.23671 -0.41560 0.40446 0.1 -0.2 -0.3
C 4.74931 0.35495 -0.81825 0.0 0.2 0.2
C 3.25258 0.62842 -0.71341 0.1 -0.2 -0.3
H 2.90250 1.16780 -1.59689 -0.1 0.0 0.0
H 3.04770 1.24100 0.16464 0.0 0.0 0.0
H 4.95187 -0.22853 -1.72032 0.1 0.0 -0.1
H 5.28855 1.30003 -0.90369 0.0 0.0 -0.1
H 5.08030 0.19171 1.29783 0.0 0.0 0.1
H 6.30594 -0.61816 0.31577 0.0 0.0 0.1
H 4.66477 -2.35883 -0.32265 0.1 -0.1 0.0
H 4.80649 -2.26244 1.43447 0.0 -0.1 0.0
H 2.42051 -2.39474 0.73957 -0.1 0.0 0.0
H 2.76415 -0.85523 1.53919 0.0 0.0 0.0
H 2.65379 -1.29667 -1.47136 0.0 0.0 0.1
C -1.07867 0.40255 0.24906 0.2 0.3 0.2
C -1.33932 1.65828 -0.59283 -0.1 -0.1 0.0
H -1.02027 2.52977 -0.01927 0.1 0.0 0.0
C -2.83397 1.74591 -0.93828 0.1 0.2 -0.3
N -3.64101 1.15264 0.11226 0.1 0.3 0.0
C -4.38520 0.06864 -0.18271 -0.5 -0.4 0.6
N -4.66772 -0.32666 -1.38073 0.4 0.5 -0.5
C -5.50283 -1.39671 -1.37200 -0.3 -0.4 0.4
C -5.87545 -1.85226 -0.15617 0.0 0.0 0.0
S -5.14725 -0.89536 1.09329 0.2 0.2 -0.5
H -6.52017 -2.66745 0.09788 -0.1 -0.2 0.0
H -5.81088 -1.81200 -2.31481 -0.1 -0.1 -0.1
C -3.09613 1.33759 1.43692 0.1 -0.2 0.2
H -3.83624 1.03574 2.17974 0.0 0.2 0.0
C -1.79714 0.53289 1.59882 0.0 0.0 0.0
H -1.13002 1.03473 2.30148 0.0 -0.1 0.0
H -2.01598 -0.46157 1.98961 0.0 0.0 0.1
H -2.90620 2.40682 1.55905 -0.1 -0.1 0.1
H -3.05664 1.20666 -1.85997 0.1 0.1 0.1
H -3.13272 2.79257 -1.06457 0.0 -0.1 -0.1
H -0.75368 1.63264 -1.51294 0.0 0.1 0.0
H -1.45655 -0.46868 -0.29662 0.0 0.0 0.0
```
Forces are in eV/Å.

=====

E_HOMO values, unit eV, following the record order: -9.6, -7.8.
Molecular weight values, unit g mol⁻¹, following the record order: 341.4, 293.4.
Max |F| values, unit eV/A, following the record order: 3.7, 0.9.